Record 1
This record from the Open Molecules 2025 dataset describes a single C4H6O2 molecule. The level of theory is ωB97M-V/def2-TZVPD.

Each line ends with the natural charge from an NBO analysis.
Element x y z (Å)
1 O -1.0992 1.5606 0.0165  -0.6725
2 O -0.9896 -1.9150 0.3329  -0.4946
3 C 0.3725 -0.2313 -0.7474  -0.5785
4 C -0.3647 -1.5593 -0.6327  0.4419
5 C -0.0361 0.7532 0.3133  0.3107
6 C 0.5015 0.7708 1.5282  -0.4801
7 H 1.4440 -0.4605 -0.6701  0.2554
8 H 0.2296 0.1601 -1.7661  0.2188
9 H -1.1969 1.6289 -0.9392  0.4722
10 H 1.2908 0.0756 1.7935  0.2048
11 H -0.2668 -2.2208 -1.5184  0.1071
12 H 0.1148 1.4377 2.2895  0.2149

Its relative energy (zero: lowest compared OMol25 entry of this formula, charge and spin) is 1.452 eV. Its SMILES is C=C(O)CC=O. As for the net charge: 0. The value obtained for the orbital gap is 9.666 eV. For the total energy, the calculation gives -8339.0088 eV.



Record 2
This record from the Open Molecules 2025 dataset describes a molecular structure, C26H30ClN6O4RuSSe. The level of theory is ωB97M-V/def2-TZVPD.

Each line ends with the natural charge from an NBO analysis.
Element x y z (Å)
1 Ru 0.5773 -0.0337 -2.4981  0.9422
2 Se 1.9387 -1.9070 -4.8043  1.1734
3 Cl -4.7713 1.2441 -3.3929  0.3000
4 S 1.8976 1.3584 -1.4824  0.2995
5 O 1.2375 0.6938 -4.2174  -0.6404
6 O -4.0916 2.3036 -6.0215  -0.4899
7 O -2.0689 2.4553 -6.9174  -0.6166
8 O 0.4898 1.7439 -6.0504  -0.4785
9 N -2.3144 0.6975 -2.5741  -0.1712
10 N -1.0408 0.7194 -3.0533  -0.2594
11 N 1.9978 -3.6116 -4.5800  -0.4871
12 N 1.3852 -1.6951 -3.0240  -0.6837
13 N 2.4565 0.4761 0.9471  -0.5281
14 N 0.6321 1.9927 0.7564  -0.5129
15 C -3.1264 1.1772 -3.5407  0.2428
16 C 1.6768 -3.9922 -3.3522  0.1429
17 C -3.7674 0.1985 0.8261  -0.1514
18 C 1.6782 -5.3490 -2.9247  -0.1183
19 C -1.4341 3.5263 4.3741  -0.6167
20 C 0.2948 1.2651 -4.9744  0.7580
21 C 3.0256 -0.9873 2.8503  -0.4194
22 C 1.3324 -2.9333 -2.4404  0.1525
23 C 1.0393 -3.2337 -1.1102  -0.2788
24 C -1.6865 -0.9823 0.6785  -0.1848
25 C 1.0458 -4.5609 -0.7327  -0.0455
26 C 1.3528 -5.6145 -1.6294  -0.1968
27 C 0.6556 3.2311 2.9296  -0.4121
28 C -3.6110 0.6554 -0.4786  -0.2042
29 C -1.5290 -0.5349 -0.6203  -0.2298
30 C 1.6831 -1.6726 3.0899  -0.3857
31 C 0.0555 2.0888 2.1168  -0.2347
32 C 2.9035 0.4507 2.3731  -0.2261
33 C 0.9820 -1.2084 4.3643  -0.6190
34 C -2.8202 -0.6327 1.4027  -0.1585
35 C -2.5029 0.2672 -1.2140  0.1686
36 C 1.6111 1.2472 0.2961  0.3745
37 C -2.9115 2.1470 -5.9590  0.7744
38 C -1.0565 1.2349 -4.3225  0.0945
39 C -2.3317 1.5529 -4.6799  -0.1694
40 C 0.0719 3.2847 4.3407  -0.4009
41 H 1.0341 -1.5057 2.2177  0.1515
42 H 0.7792 -0.1329 4.3678  0.1848
43 H -4.3572 1.3086 -0.9017  0.2586
44 H 3.6264 -1.5514 2.1298  0.2126
45 H -1.1264 2.2831 -6.7261  0.5128
46 H 0.2324 2.6319 0.0829  0.4308
47 H -1.7056 4.4176 3.8049  0.2164
48 H -1.0117 2.2465 1.9659  0.2364
49 H 1.7425 3.1217 2.9772  0.2118
50 H 1.9475 -6.1203 -3.6344  0.2769
51 H -0.9372 -1.6249 1.1218  0.2351
52 H 0.8215 -4.8120 0.2966  0.2498
53 H -2.9579 -1.0054 2.4090  0.2577
54 H -2.0015 2.6802 3.9742  0.1837
55 H 1.3457 -6.6325 -1.2654  0.2704
56 H 0.0315 -1.7234 4.5027  0.2295
57 H 3.6059 -0.9761 3.7749  0.2555
58 H 0.4576 4.1731 2.4095  0.2247
59 H 0.5824 4.0840 4.8781  0.2435
60 H 0.3155 2.3606 4.8751  0.2005
61 H 0.1664 1.1219 2.6027  0.2154
62 H 0.8491 -2.4542 -0.3832  0.2123
63 H -1.7734 3.6753 5.3971  0.2510
64 H 3.8726 0.9507 2.3948  0.2468
65 H 1.8450 -2.7501 3.1481  0.2325
66 H 2.2191 1.0254 2.9804  0.2249
67 H 1.5970 -1.4194 5.2390  0.2413
68 H -0.6130 -0.9073 -1.1198  0.1366
69 H -4.6456 0.4959 1.3830  0.2647
70 H 3.1015 -0.0238 0.3463  0.4275

Its relative energy (zero: lowest compared OMol25 entry of this formula, charge and spin) is 0.000 eV. As for the net charge: +3. The value obtained for the orbital gap is 6.164 eV. For the total energy, the calculation gives -135837.0566 eV.



Record 3
This record from the Open Molecules 2025 dataset describes 2 unconnected molecules or ions with the total composition C3H5NO2 in a non-equilibrium geometry. The level of theory is ωB97M-V/def2-TZVPD.

Each line ends with the natural charge from an NBO analysis.
Element x y z (Å)
1 O -0.5722 1.5045 -0.2911  -0.6987
2 O 1.5762 0.4185 0.4109  -0.6516
3 N -2.7906 -1.1094 -0.5837  -0.2687
4 C -1.8437 -0.5024 -0.3145  0.2195
5 C 0.7220 -0.4313 -0.4126  -0.1438
6 C -0.6066 0.2682 -0.0603  0.2418
7 H 0.7861 0.2771 1.3061  0.4030
8 H -0.3164 0.0163 1.3475  -0.0779
9 H 0.9917 -0.3034 -1.4602  0.2274
10 H 1.2192 1.3181 0.1173  0.5352
11 H 0.8343 -1.4563 -0.0595  0.2139

Its relative energy (zero: lowest compared OMol25 entry of this formula, charge and spin) is 4.965 eV. As for the net charge: 0. The value obtained for the orbital gap is 10.111 eV. For the total energy, the calculation gives -8772.7302 eV.



Record 4
This record from the Open Molecules 2025 dataset describes 2 unconnected molecules or ions with the total composition C7H18N2 in a non-equilibrium geometry. The level of theory is ωB97M-V/def2-TZVPD.

Each line ends with the natural charge from an NBO analysis.
Element x y z (Å)
1 N -0.4960 -2.8084 -0.0443  -0.8173
2 N 0.1053 -1.4958 1.8519  -0.8544
3 C 1.3276 1.1739 -0.9500  -0.1380
4 C -0.3244 1.1031 -1.7485  -0.6349
5 C 1.2114 2.0557 0.2752  -0.6239
6 C 1.8725 -0.1680 -0.6896  -0.6386
7 C -2.0674 0.4046 1.1520  -0.6429
8 C -1.5024 -0.6413 0.2398  -0.2970
9 C -0.5345 -1.5385 0.5912  0.3024
10 H -2.0862 -0.8712 -0.6404  0.1912
11 H 0.7393 3.0056 0.0461  0.2067
12 H -2.4073 1.2720 0.5844  0.2124
13 H -1.3326 0.8687 -1.4192  0.2095
14 H 0.6340 1.5524 1.0475  0.2122
15 H 2.7151 -0.1816 -0.0034  0.2065
16 H -0.3819 2.1692 -1.9405  0.1882
17 H -0.8730 -2.7744 -0.9830  0.3729
18 H 2.0957 -0.7294 -1.5968  0.2041
19 H 0.7649 -2.2482 2.0033  0.3705
20 H 1.0324 -0.7686 -0.1569  0.2224
21 H -1.3387 0.7389 1.8912  0.2152
22 H -2.9295 0.0081 1.7001  0.2082
23 H 1.8511 1.6720 -1.7654  0.1922
24 H 0.4444 -3.1831 -0.0786  0.3557
25 H 2.1987 2.2759 0.6814  0.2024
26 H -0.1732 0.5491 -2.6728  0.1908
27 H -0.5453 -1.4408 2.6253  0.3834

Its relative energy (zero: lowest compared OMol25 entry of this formula, charge and spin) is 2.615 eV. Its SMILES is CC=C(N)N.CC(C)C. As for the net charge: 0. The value obtained for the orbital gap is 8.520 eV. For the total energy, the calculation gives -10528.9944 eV.



Record 5
This record from the Open Molecules 2025 dataset describes 2 unconnected molecules or ions with the total composition C4H10O in a non-equilibrium geometry. The level of theory is ωB97M-V/def2-TZVPD.

Each line ends with the natural charge from an NBO analysis.
Element x y z (Å)
1 O -2.6472 0.1902 -1.2726  -0.7366
2 C 1.6964 -0.3339 0.6463  -0.1569
3 C 1.4831 0.8912 1.1115  -0.4197
4 C 1.6806 -0.7033 -0.8259  -0.6620
5 C -2.2525 -0.0427 0.1022  -0.2604
6 H 1.7152 1.1714 2.1266  0.2026
7 H -3.3241 0.8538 -1.2737  0.4627
8 H 0.6881 -0.4868 -1.2313  0.2237
9 H -2.3202 -1.1142 0.2208  0.1858
10 H -1.2444 0.3823 0.1326  0.1772
11 H 2.3866 -0.0877 -1.3782  0.2224
12 H 1.0047 1.5962 0.4458  0.1870
13 H 1.9208 -1.7589 -0.9091  0.2144
14 H -2.7935 0.5864 0.8046  0.1711
15 H 2.0064 -1.1440 1.3005  0.1888

Its relative energy (zero: lowest compared OMol25 entry of this formula, charge and spin) is 1.808 eV. Its SMILES is C=CC.CO. As for the net charge: 0. The value obtained for the orbital gap is 10.497 eV. For the total energy, the calculation gives -6355.9944 eV.



Record 6
This record from the Open Molecules 2025 dataset describes a single C3H10BrNSi molecule in a non-equilibrium geometry. The level of theory is ωB97M-V/def2-TZVPD.

Each line ends with the natural charge from an NBO analysis.
Element x y z (Å)
1 Br 3.7188 0.2526 0.4285  -0.3210
2 Si 1.8014 0.4972 -0.6611  0.5173
3 N 0.3520 0.0518 0.7591  -0.2387
4 C -0.3721 1.2104 1.1848  -0.4914
5 C -1.2837 -0.9789 -0.8147  -0.6379
6 C -0.4094 -1.0764 0.4200  -0.3253
7 H 0.2672 1.9334 1.5142  0.2203
8 H -1.9826 -1.8919 -0.9505  0.2353
9 H 1.1835 1.9109 -1.0224  -0.1524
10 H 0.2484 -1.8842 -0.0024  0.2391
11 H -0.9286 0.8656 2.0273  0.2093
12 H -1.0204 1.7561 0.4281  0.2492
13 H 2.0196 -0.2512 -1.8458  -0.1741
14 H -1.9499 -0.1007 -1.0614  0.2180
15 H -0.7047 -0.9716 -1.7481  0.2346
16 H -0.9395 -1.3230 1.3444  0.2177

Its relative energy (zero: lowest compared OMol25 entry of this formula, charge and spin) is 0.576 eV. As for the net charge: 0. Its spin multiplicity is 3. The value obtained for the orbital gap (alpha / beta) is 4.787 / 7.599 eV. For the total energy, the calculation gives -82678.6695 eV.



Record 7
This record from the Open Molecules 2025 dataset describes 2 unconnected molecules or ions with the total composition C5H14NO in a non-equilibrium geometry. The level of theory is ωB97M-V/def2-TZVPD.

Each line ends with the natural charge from an NBO analysis.
Element x y z (Å)
1 O 0.5223 -1.9061 2.2257  -0.9925
2 N -1.5024 -2.0765 0.0996  -0.7386
3 C 0.5545 -0.5614 -0.3018  -0.1416
4 C 1.3922 0.6274 -0.7672  -0.4421
5 C -0.6450 -1.0460 -0.7189  -0.1291
6 C 0.7920 2.0423 -0.3548  -0.3851
7 C -0.6447 2.1655 -0.5623  -0.6462
8 H -0.9741 -2.9177 -0.0319  0.4468
9 H 1.0185 -1.1638 2.6742  0.5115
10 H -1.2614 1.6138 0.1132  0.2043
11 H -0.8713 1.9757 -1.5324  0.2106
12 H 1.3672 0.5559 -1.8290  0.2215
13 H 0.3937 -2.6375 2.8398  0.5026
14 H 1.3581 2.8153 -1.0044  0.2363
15 H 2.4140 0.6028 -0.4522  0.2339
16 H -2.5004 -2.0497 -0.2926  0.4701
17 H 1.1740 -0.9984 0.6015  0.2560
18 H 1.0114 2.2423 0.7461  0.2049
19 H -1.2183 -0.7101 -1.7186  0.2476
20 H -1.0740 3.2283 -0.8393  0.2459
21 H -1.3064 -1.8023 1.1053  0.4831

Its relative energy (zero: lowest compared OMol25 entry of this formula, charge and spin) is 3.467 eV. As for the net charge: +1. The value obtained for the orbital gap is 10.463 eV. For the total energy, the calculation gives -8940.5413 eV.



net charge of number 2 (C26H30ClN6O4RuSSe)? +3